No. 1
15
Properties=species:S:1:pos:R:3:forces:R:3 method="wB97M-V/def2-TZVPD" lumo_energy_ev=0.85 orbital_gap_ev=9.946 homo_energy_ev=-9.09 de_lowest_kcal_mol=35.8 multiplicity=1 smiles="NC(=O)CNCO"
O -0.103 -0.682 -2.098 -1.0 0.1 0.4
O 0.814 -0.021 2.683 -1.1 -0.3 0.1
N 0.167 -0.795 0.582 0.6 -1.7 0.2
N -0.346 1.584 -2.090 -0.2 0.9 0.5
C -0.036 -0.973 2.000 0.5 0.4 0.3
C -0.288 0.349 -1.480 1.5 -0.3 -1.6
C -0.322 0.427 -0.004 -0.4 -1.2 1.8
H -0.765 1.786 -2.979 0.4 -0.6 -0.3
H 0.355 2.233 -1.767 -0.5 0.3 0.1
H 0.268 -1.967 2.361 -0.1 0.0 -0.7
H -0.093 -1.623 0.050 0.1 0.3 0.0
H -1.098 -0.871 2.331 0.7 0.6 0.0
H 0.329 1.201 0.432 -0.8 0.4 -0.4
H -1.399 0.474 0.290 0.4 1.0 -0.2
H 1.707 -0.302 2.468 0.1 0.1 -0.1

=====

No. 2
15
Properties=species:S:1:pos:R:3:forces:R:3 method="wB97M-V/def2-TZVPD" lumo_energy_ev=0.49 orbital_gap_ev=8.985 homo_energy_ev=-8.50 de_lowest_kcal_mol=34.8 multiplicity=1 smiles=c1c[nH]cn1.O.O
O -1.990 -3.053 -3.407 -0.1 0.4 -0.9
O -0.847 -1.860 0.420 0.1 0.2 -0.1
N 0.510 0.869 0.620 -1.0 0.2 -0.3
N 0.720 2.872 1.555 -0.9 0.1 -2.3
C -0.139 2.031 0.945 1.8 0.4 2.1
C 1.941 2.324 1.340 1.7 -0.6 1.5
C 1.841 1.047 0.859 -0.6 0.3 0.1
H -0.456 -2.010 1.286 -0.2 -0.2 0.1
H 2.506 0.219 0.750 0.5 0.0 -0.2
H 0.090 -0.041 0.463 -0.2 0.3 -0.5
H 2.890 2.739 1.727 -0.9 0.0 -0.3
H -1.802 -1.817 0.552 0.1 -0.1 0.0
H -2.765 -2.735 -3.891 -0.2 -0.2 0.5
H -1.172 2.304 0.875 -0.4 -0.6 -0.2
H -1.327 -2.890 -4.094 0.3 -0.2 0.4

=====

No. 3
15
Properties=species:S:1:pos:R:3:forces:R:3 method="wB97M-V/def2-TZVPD" lumo_energy_ev=0.57 orbital_gap_ev=9.636 homo_energy_ev=-9.06 de_lowest_kcal_mol=16.5 multiplicity=1 smiles="O=C1NCCN1.O"
O -2.659 -1.524 0.889 0.9 0.8 2.2
O 0.700 -2.021 0.833 0.5 -0.3 -0.3
N -0.290 -0.310 -0.258 -2.3 0.1 -2.1
N 1.746 0.014 0.451 0.5 1.5 -0.8
C 1.552 1.139 -0.502 -1.4 -1.4 -0.5
C 0.732 -0.918 0.320 0.7 -0.5 2.0
C -0.033 1.040 -0.706 1.1 0.9 0.8
H -3.415 -1.467 0.357 -1.8 -0.1 -1.4
H 2.676 -0.284 0.673 0.1 -0.3 0.0
H -0.487 1.759 -0.006 -0.2 -0.1 -0.3
H 1.994 0.928 -1.476 0.3 -0.2 -0.1
H -1.200 -0.806 -0.286 1.0 0.7 0.2
H 1.936 2.110 -0.207 -0.3 -0.1 0.5
H -2.915 -0.952 1.657 0.6 -0.8 -0.8
H -0.338 1.292 -1.738 0.1 -0.4 0.5

=====

No. 4
15
Properties=species:S:1:pos:R:3:forces:R:3 method="wB97M-V/def2-TZVPD" lumo_energy_ev=-3.27 orbital_gap_ev=4.848 homo_energy_ev=-8.12 de_lowest_kcal_mol=204.8 multiplicity=1
O 0.395 -0.774 2.190 0.0 -0.3 -0.5
O 2.223 0.753 1.428 -0.6 0.3 -0.5
N -0.939 -1.189 -1.275 -0.7 0.7 0.0
N -0.920 1.043 -0.930 -1.2 -2.1 -1.1
C 0.034 0.643 -0.102 2.3 2.9 1.1
C -0.830 0.024 -2.084 0.6 0.2 -0.4
C -0.941 -0.591 -0.138 -1.9 -0.3 -0.5
H -1.718 -0.666 0.607 0.8 -0.6 0.9
H 1.079 0.494 -0.436 -0.1 -0.8 0.4
H -1.750 0.063 -2.669 0.2 0.1 -0.2
H 0.835 -1.609 2.387 -0.1 0.1 0.1
H 0.027 1.119 0.870 0.0 -0.1 0.2
H 1.176 -0.186 1.847 0.5 -0.1 0.5
H 3.137 0.689 1.161 0.2 -0.2 0.0
H 0.065 0.096 -2.701 0.1 0.2 0.0

=====

No. 5
15
Properties=species:S:1:pos:R:3:forces:R:3 method="wB97M-V/def2-TZVPD" lumo_energy_ev=0.58 orbital_gap_ev=10.226 homo_energy_ev=-9.64 de_lowest_kcal_mol=30.2 multiplicity=1 smiles=c1c[nH]cn1.O.O
O 2.291 1.052 -0.167 -0.5 -0.1 0.0
O 1.961 -1.625 -1.418 -0.1 -0.2 0.2
N -2.080 -0.292 0.011 -1.2 0.6 0.4
N -0.039 0.381 0.269 -0.9 0.3 0.7
C -0.991 0.197 -0.603 0.9 -0.5 0.7
C -1.853 -0.254 1.369 0.1 0.4 0.0
C -0.575 0.162 1.509 0.0 -0.5 0.1
H -0.043 0.237 2.438 0.3 0.2 -0.1
H 2.351 -0.781 -1.144 -0.1 0.1 -0.1
H 1.780 -1.578 -2.358 0.2 0.2 0.0
H 2.355 2.010 -0.082 0.1 -0.2 -0.1
H -3.014 -0.348 -0.344 0.0 -0.1 -0.5
H 1.267 0.799 0.031 1.8 0.5 -0.4
H -0.791 0.366 -1.626 -0.5 -0.2 -0.9
H -2.618 -0.326 2.115 -0.2 -0.5 -0.1

=====

No. 6
16
Properties=species:S:1:pos:R:3:forces:R:3 method="wB97M-V/def2-TZVPD" lumo_energy_ev=0.59 orbital_gap_ev=9.497 homo_energy_ev=-8.91 de_lowest_kcal_mol=103.8 multiplicity=1
S 0.345 0.286 0.443 -1.4 5.1 -2.2
O 0.682 0.436 1.816 0.2 -0.7 0.5
O -1.219 -0.325 0.439 2.7 -1.8 1.4
N -3.431 -0.341 -0.081 -1.9 -2.1 0.9
N -0.121 1.903 -0.185 1.0 -2.7 -0.7
C 1.450 -0.240 -0.639 -2.4 -0.4 0.1
C 2.161 -1.399 -0.057 4.5 2.8 0.9
C -2.311 0.192 -0.061 -1.6 0.1 0.1
H 1.816 -2.221 -0.577 -0.1 -2.5 -0.1
H -3.585 -1.294 0.402 1.0 1.8 -1.2
H -0.521 2.513 0.471 -0.5 0.6 1.3
H 0.502 2.396 -0.825 0.2 -0.8 0.5
H 2.278 -1.334 1.035 -0.7 -0.8 -0.3
H 0.923 -0.666 -1.512 0.0 1.2 -0.1
H -2.208 1.186 -0.342 0.2 1.6 -1.1
H 3.239 -1.092 -0.326 -1.1 -1.4 0.0

=====

No. 7
16
Properties=species:S:1:pos:R:3:forces:R:3 method="wB97M-V/def2-TZVPD" lumo_energy_ev="0.63 / -4.32" orbital_gap_ev="4.555 / 7.116" s_squared=2.006 homo_energy_ev="-3.92 / -11.44" de_lowest_kcal_mol=92.8 multiplicity=3
S 0.722 -0.029 0.736 7.6 5.6 3.1
O 1.396 1.379 0.107 1.1 1.3 -1.2
O 0.990 0.093 2.151 -0.4 -2.2 1.6
N -0.581 -0.377 0.092 -7.3 -4.2 -3.6
N -2.713 0.942 -2.747 -0.8 0.3 -0.4
C -1.774 0.143 0.694 0.1 -2.2 0.2
C -1.693 0.588 -2.386 2.0 -0.7 0.9
C 1.895 -1.152 0.045 1.6 2.5 1.5
H -0.747 0.219 -1.924 -1.3 0.6 -1.0
H 1.854 -1.145 -0.973 -0.1 0.8 -2.9
H 2.948 -0.937 0.386 -1.4 0.1 -0.1
H -1.491 0.252 1.680 0.4 0.7 2.7
H -2.521 -0.660 0.763 -0.2 0.6 -1.0
H 1.643 -2.098 0.234 -1.1 -4.0 1.6
H -2.089 1.130 0.445 -0.3 0.8 -1.0
H 2.159 1.652 0.696 0.0 0.1 -0.2

=====

No. 8
15
Properties=species:S:1:pos:R:3:forces:R:3 method="wB97M-V/def2-TZVPD" lumo_energy_ev=-4.25 orbital_gap_ev=8.167 homo_energy_ev=-12.42 de_lowest_kcal_mol=51.7 charge=+1 multiplicity=1
P 0.889 0.041 -2.716 0.6 1.7 1.3
O -0.182 -0.908 1.044 -1.7 -0.2 0.8
N -0.712 0.948 0.068 -0.7 3.4 -1.3
N -2.317 -0.427 1.352 2.1 -1.8 1.1
C -1.162 -0.026 0.814 0.1 -2.1 1.0
C 0.651 0.731 -0.248 1.8 -1.0 -3.3
C 1.074 -0.437 0.583 1.0 -1.5 -0.1
H 2.274 0.537 -3.121 -1.6 -0.3 0.8
H -2.238 -1.265 2.006 0.0 1.6 -1.4
H 1.316 1.559 -0.315 0.0 0.8 0.4
H 1.552 -1.340 0.093 -0.5 1.3 0.1
H -1.110 1.879 -0.328 0.1 -2.6 1.4
H -3.196 -0.011 1.354 -1.3 1.3 -0.4
H 1.716 -0.266 1.466 -0.3 0.6 -0.3
H 1.443 -1.015 -2.053 0.4 -1.1 0.2

=====

No. 9
15
Properties=species:S:1:pos:R:3:forces:R:3 method="wB97M-V/def2-TZVPD" lumo_energy_ev=0.45 orbital_gap_ev=9.238 homo_energy_ev=-8.79 de_lowest_kcal_mol=64.7 multiplicity=1 smiles="CN1SC1=O.CN"
S 1.757 -1.297 -0.692 0.6 -0.4 0.1
O 0.110 0.348 -2.220 -0.3 0.7 -0.6
N -1.517 -1.070 0.066 0.0 -0.3 -0.3
N 1.460 0.433 -0.225 -0.4 0.0 0.4
C 2.511 1.408 -0.103 0.4 0.3 0.0
C 0.837 0.069 -1.342 0.0 -0.6 0.2
C -2.368 -0.614 1.152 -0.2 0.0 0.0
H 2.066 2.396 -0.220 0.0 0.0 0.1
H -2.298 0.472 1.218 0.0 0.0 0.1
H -1.511 -2.088 0.019 0.0 0.3 -0.1
H 2.940 1.316 0.896 0.0 0.1 -0.1
H -3.426 -0.888 1.042 0.0 0.1 0.1
H 3.301 1.278 -0.847 0.0 -0.1 0.0
H -2.002 -1.042 2.082 0.0 0.1 0.1
H -1.861 -0.722 -0.825 0.1 -0.1 0.1

=====

Calculated electronic energy, -10315.399, -10315.441, -10316.237, -10308.071, -10315.643, -21146.343, -21141.380, -17547.951, -19101.698 eV (same order as the records).